Molecular formula: C19H42BrClO12S2Si2
Method: DFT, ωB97M-V/def2-TZVPD

```
79
Properties=species:S:1:pos:R:3:mulliken_charge:R:1
C 4.98 0.28 0.66 -0.690
C 3.70 0.98 1.24 -0.797
C 2.82 1.65 0.11 0.193
C 2.65 0.59 -1.01 -0.087
O 1.58 0.84 -1.92 -0.514
Si 0.05 0.44 -1.30 0.679
C 0.01 -1.00 -0.08 -0.447
C 0.69 -2.34 -0.56 -0.873
C 0.45 -2.72 -2.05 -0.197
Br 2.04 -2.27 -3.16 -0.181
O -0.52 1.82 -0.45 -0.614
C -0.67 2.96 -1.29 -0.220
C 0.57 3.90 -1.34 -0.404
C 0.83 4.63 0.04 -1.245
O -1.00 0.18 -2.63 -0.292
Si -2.63 -0.06 -2.17 0.251
C -3.67 1.48 -2.58 -0.745
C -4.18 2.10 -1.23 -0.734
C -4.58 3.60 -1.34 -0.503
Cl -5.22 4.12 0.29 -0.239
C -3.36 -1.57 -3.12 -0.970
O -3.57 -2.70 -2.27 -0.366
C -4.86 -2.63 -1.68 -0.574
H 5.51 0.93 -0.07 0.327
H 4.73 -0.66 0.13 0.219
H 5.69 -0.01 1.46 0.011
H 3.94 1.68 2.06 0.441
H 3.09 0.15 1.65 0.191
H 1.88 1.95 0.61 0.008
H 3.42 2.52 -0.23 0.351
H 2.63 -0.41 -0.53 -0.231
H 3.58 0.61 -1.62 0.265
H -0.99 -1.25 0.29 0.735
H 0.59 -0.66 0.81 0.327
H 0.22 -3.15 0.04 0.444
H 1.76 -2.39 -0.30 0.263
H -0.49 -2.36 -2.48 -0.145
H 0.39 -3.83 -2.09 0.458
H -1.50 3.57 -0.86 0.224
H -0.98 2.73 -2.33 0.189
H 1.48 3.40 -1.70 0.175
H 0.33 4.71 -2.06 0.478
H 1.93 4.72 0.14 0.294
H 0.37 4.11 0.89 0.256
H 0.45 5.67 -0.03 0.396
H -2.80 -0.35 -0.72 -0.123
H -3.07 2.19 -3.19 0.480
H -4.54 1.14 -3.18 0.587
H -3.36 2.00 -0.49 0.227
H -5.02 1.50 -0.83 0.477
H -3.71 4.22 -1.58 0.287
H -5.40 3.73 -2.06 0.383
H -2.74 -1.82 -4.01 0.431
H -4.34 -1.22 -3.52 0.472
H -5.68 -2.76 -2.42 0.282
H -5.05 -1.69 -1.12 0.186
H -4.92 -3.45 -0.94 0.202
C 10.50 0.71 2.95 -0.338
C 9.68 1.95 3.26 -0.325
O 8.52 1.84 2.44 -0.306
S 8.14 0.28 2.26 1.201
O 7.12 -0.05 3.20 -0.562
O 8.02 0.00 0.87 -0.529
O 9.53 -0.34 2.79 -0.326
H 11.04 0.82 2.02 0.286
H 11.19 0.46 3.75 0.307
H 10.22 2.87 3.04 0.307
H 9.36 1.96 4.31 0.289
C -6.40 -5.31 3.13 -0.322
C -6.84 -3.87 3.35 -0.327
O -7.09 -3.36 2.04 -0.294
S -7.64 -4.55 1.10 1.089
O -9.07 -4.48 1.06 -0.555
O -6.85 -4.59 -0.09 -0.468
O -7.23 -5.78 2.06 -0.314
H -5.36 -5.36 2.81 0.278
H -6.54 -5.92 4.01 0.310
H -6.08 -3.28 3.85 0.317
H -7.77 -3.82 3.92 0.286
```

Calculated values
HOMO = -9.091 eV
ΔE to the lowest compared entry with this formula, charge and spin = 38.3 kcal/mol
total charge = 0